66
Properties=species:S:1:pos:R:3:nbo_charge:R:1 method="wB97M-V/def2-TZVPD" orbital_gap_ev="5.719 / 6.150" lumo_energy_ev="1.099 / 1.513" s2=6.288 charge=-1 homo_energy_ev="-4.6204 / -4.6368" spin_multiplicity=5
Mn 0.185 0.554 0.679 1.1755
S 4.039 1.991 3.699 -0.8490
Sb 1.965 1.149 3.347 1.4000
S 2.014 -0.514 1.709 -0.6329
S 0.518 2.405 1.947 -0.6204
S 0.904 0.333 5.210 -0.8820
O -1.195 1.816 -0.548 -0.6054
C -1.608 1.568 -1.704 0.4488
C -1.560 0.261 -2.295 -0.3575
C -2.144 0.054 -3.587 -0.0235
C -2.381 -1.173 -4.110 -0.0930
C -1.998 -2.309 -3.366 -0.1538
C -1.484 -2.177 -2.107 -0.2791
C -1.212 -0.883 -1.548 0.5295
O -0.621 -0.918 -0.416 -0.7621
N -3.025 -1.220 -5.420 0.5282
O -3.139 -2.257 -6.060 -0.3915
O -3.501 -0.162 -5.851 -0.4167
H -2.055 2.366 -2.301 0.1459
H -2.506 0.920 -4.141 0.2351
H -2.104 -3.250 -3.856 0.2332
H -1.241 -3.047 -1.470 0.2358
C 5.088 2.745 0.478 -0.4359
C 3.757 3.467 0.448 -0.2178
N 2.705 2.777 -0.323 -0.6271
C 2.865 1.618 -1.021 0.6501
N 1.799 0.900 -1.273 -0.6812
C 2.008 -0.318 -2.064 -0.2156
C 3.403 -0.923 -1.921 -0.4239
C 4.502 0.117 -2.149 -0.1925
N 4.164 1.292 -1.343 -0.4481
C 5.308 2.118 -0.893 -0.1906
H 5.047 1.966 1.222 0.2524
H 5.869 3.433 0.810 0.2163
H 3.895 4.463 0.017 0.1689
H 3.400 3.565 1.478 0.2448
H 1.758 2.906 0.027 0.4235
H 1.808 -0.112 -3.126 0.1679
H 1.290 -1.083 -1.732 0.1982
H 3.441 -1.759 -2.617 0.2025
H 3.471 -1.334 -0.916 0.2224
H 4.622 0.369 -3.198 0.1755
H 5.472 -0.328 -1.809 0.1946
H 5.492 2.898 -1.619 0.1713
H 6.165 1.443 -0.895 0.1954
C -3.842 0.390 0.871 -0.3937
N -3.410 -0.845 1.454 -0.4717
C -4.081 -2.057 1.031 -0.4013
C -2.383 -0.880 2.372 0.6458
N -1.297 -0.171 2.236 -0.8466
N -2.605 -1.689 3.467 -0.4526
C -3.895 -1.570 4.148 -0.3997
C -1.586 -2.177 4.358 -0.4210
H -4.888 0.593 1.173 0.1730
H -3.860 0.298 -0.242 0.1824
H -3.199 1.200 1.198 0.2418
H -3.923 -2.282 -0.043 0.1935
H -5.166 -1.926 1.168 0.1796
H -3.688 -2.917 1.607 0.2268
H -0.778 -0.159 3.127 0.3981
H -4.579 -1.102 3.450 0.2085
H -3.779 -0.918 4.986 0.1929
H -4.265 -2.588 4.459 0.1874
H -0.655 -2.381 3.823 0.2360
H -1.969 -3.109 4.832 0.1861
H -1.331 -1.440 5.133 0.2189



54
Properties=species:S:1:pos:R:3:nbo_charge:R:1 method="wB97M-V/def2-TZVPD" orbital_gap_ev=8.912 lumo_energy_ev=0.860 smiles="COCC(=O)N(C)C[C@H]1CCCN(CCc2ccccc2OC)C1" relative_energy_ev=1.800 homo_energy_ev=-8.0523
C 0.183 1.778 5.003 -0.2511
O -0.872 1.437 4.135 -0.5352
C -0.635 1.811 2.795 -0.1638
C 0.511 1.026 2.147 0.6598
O 1.520 1.595 1.761 -0.6504
N 0.359 -0.309 2.073 -0.4388
C -0.894 -0.969 2.371 -0.4239
C 1.495 -1.098 1.634 -0.1981
C 1.679 -1.172 0.114 -0.2334
C 2.958 -1.943 -0.216 -0.3879
C 3.122 -2.036 -1.728 -0.3996
C 1.876 -2.656 -2.353 -0.2047
N 0.728 -1.846 -2.016 -0.4627
C -0.461 -2.074 -2.810 -0.1921
C -1.058 -0.738 -3.292 -0.4289
C -1.660 0.066 -2.178 -0.0807
C -2.920 -0.245 -1.696 -0.1926
C -3.503 0.480 -0.669 -0.2514
C -2.814 1.543 -0.119 -0.2028
C -1.547 1.871 -0.577 -0.3369
C -0.957 1.138 -1.601 0.3825
O 0.276 1.399 -2.108 -0.5120
C 1.043 2.435 -1.540 -0.2675
C 0.497 -1.837 -0.589 -0.2288
H 0.360 2.859 5.000 0.1703
H 1.114 1.271 4.726 0.1724
H -0.122 1.461 5.998 0.1941
H -0.375 2.877 2.735 0.1928
H -1.569 1.633 2.260 0.2117
H -1.264 -0.666 3.350 0.2281
H -0.736 -2.044 2.370 0.2092
H -1.652 -0.729 1.619 0.2051
H 2.392 -0.633 2.056 0.2238
H 1.394 -2.105 2.048 0.1910
H 1.772 -0.156 -0.274 0.2211
H 3.822 -1.444 0.228 0.2102
H 2.894 -2.949 0.208 0.1894
H 4.000 -2.633 -1.980 0.2047
H 3.252 -1.034 -2.138 0.2053
H 1.985 -2.678 -3.440 0.1999
H 1.765 -3.700 -1.997 0.1530
H -1.223 -2.639 -2.251 0.1722
H -0.197 -2.663 -3.693 0.1971
H -1.829 -0.956 -4.035 0.2079
H -0.261 -0.164 -3.760 0.2341
H -3.459 -1.070 -2.141 0.2090
H -4.489 0.223 -0.311 0.2134
H -3.265 2.134 0.665 0.2117
H -1.026 2.702 -0.130 0.2235
H 1.245 2.264 -0.478 0.2089
H 0.559 3.409 -1.667 0.1716
H 1.984 2.432 -2.087 0.1982
H -0.416 -1.273 -0.396 0.2171
H 0.361 -2.866 -0.195 0.1540



55
Properties=species:S:1:pos:R:3:nbo_charge:R:1 method="wB97M-V/def2-TZVPD" orbital_gap_ev=9.050 lumo_energy_ev=0.554 smiles="CCCCC(O)(CCCC)C(=O)NN(C(=O)OCC)c1ccccc1" relative_energy_ev=1.567 homo_energy_ev=-8.4954
C -5.624 -1.511 -0.640 -0.6024
C -4.167 -1.336 -1.052 -0.3907
C -3.215 -1.710 0.083 -0.3981
C -1.735 -1.533 -0.283 -0.4202
C -1.074 -0.236 0.231 0.1779
O -0.959 -0.261 1.645 -0.7414
C -1.799 1.035 -0.240 -0.4189
C -1.071 2.300 0.215 -0.4070
C -1.813 3.582 -0.160 -0.3882
C -3.109 3.782 0.618 -0.6069
C 0.337 -0.227 -0.372 0.6826
O 0.539 -0.171 -1.562 -0.6084
N 1.320 -0.268 0.560 -0.4481
N 2.651 -0.419 0.191 -0.3116
C 3.084 -1.689 -0.102 0.8984
O 4.196 -1.994 -0.443 -0.6297
O 2.079 -2.567 0.097 -0.5197
C 2.391 -3.936 -0.152 -0.0669
C 3.078 -4.582 1.043 -0.6355
C 3.394 0.768 -0.001 0.2316
C 4.539 0.807 -0.789 -0.2571
C 5.225 1.999 -0.944 -0.1906
C 4.782 3.157 -0.331 -0.2342
C 3.639 3.119 0.448 -0.1864
C 2.948 1.933 0.617 -0.2751
H -6.287 -1.258 -1.464 0.2115
H -5.818 -2.541 -0.348 0.2014
H -5.867 -0.866 0.202 0.1987
H -3.957 -1.971 -1.914 0.1997
H -3.999 -0.302 -1.358 0.1982
H -3.392 -2.756 0.342 0.2096
H -3.467 -1.121 0.969 0.1756
H -1.152 -2.358 0.135 0.2166
H -1.614 -1.562 -1.367 0.2323
H -1.849 -0.308 2.012 0.4814
H -2.814 1.032 0.161 0.1979
H -1.847 1.014 -1.328 0.2303
H -0.930 2.265 1.299 0.2017
H -0.083 2.318 -0.250 0.2136
H -1.153 4.430 0.035 0.2022
H -2.028 3.571 -1.231 0.1961
H -3.545 4.749 0.379 0.2120
H -2.919 3.749 1.689 0.1993
H -3.841 3.016 0.373 0.1963
H 1.061 -0.460 1.520 0.4243
H 3.033 -3.999 -1.036 0.2009
H 1.428 -4.408 -0.359 0.1877
H 3.241 -5.637 0.841 0.2159
H 2.462 -4.481 1.933 0.2075
H 4.038 -4.104 1.219 0.2257
H 4.893 -0.087 -1.272 0.2507
H 6.113 2.018 -1.559 0.2139
H 5.321 4.084 -0.460 0.2119
H 3.280 4.015 0.932 0.2109
H 2.057 1.915 1.225 0.2229



58
Properties=species:S:1:pos:R:3:nbo_charge:R:1 method="wB97M-V/def2-TZVPD" orbital_gap_ev="8.904 / 6.001" lumo_energy_ev="-6.181 / -10.021" s2=3.779 charge=+2 homo_energy_ev="-15.0848 / -16.0224" spin_multiplicity=4
Au -0.630 0.757 0.462 1.2710
C 1.950 2.523 -0.601 -0.6619
C 2.307 1.103 -0.997 0.2861
C 2.795 1.038 -2.436 -0.6539
C 3.293 0.458 -0.045 -0.6379
O 1.073 0.264 -0.917 -0.9160
Ge -0.062 -0.003 -2.352 1.9077
O -0.827 -1.542 -2.038 -0.9129
C -0.238 -2.857 -2.331 0.2712
C -0.050 -3.528 -0.979 -0.6268
C 1.095 -2.677 -3.041 -0.6547
C -1.239 -3.592 -3.200 -0.6293
O -1.230 1.145 -1.488 -0.9565
C -2.678 1.341 -1.819 0.2909
C -2.849 0.972 -3.280 -0.6635
C -2.953 2.807 -1.562 -0.6358
C -3.477 0.429 -0.909 -0.6555
H 2.837 3.153 -0.664 0.2503
H 1.595 2.556 0.430 0.2395
H 1.196 2.941 -1.272 0.2166
H 3.735 1.583 -2.522 0.2640
H 2.090 1.518 -3.125 0.2189
H 2.982 0.010 -2.752 0.2274
H 4.226 1.022 -0.048 0.2404
H 3.509 -0.567 -0.347 0.2231
H 2.896 0.462 0.968 0.2298
H 0.646 -2.959 -0.361 0.2099
H 0.350 -4.533 -1.116 0.2375
H -1.005 -3.609 -0.459 0.2240
H 1.801 -2.125 -2.411 0.2092
H 0.961 -2.162 -3.998 0.2236
H 1.547 -3.645 -3.256 0.2589
H -2.201 -3.668 -2.693 0.2263
H -0.883 -4.600 -3.411 0.2361
H -1.382 -3.074 -4.149 0.2197
H -2.204 1.582 -3.916 0.2305
H -3.878 1.164 -3.586 0.2625
H -2.654 -0.089 -3.450 0.2303
H -2.343 3.437 -2.208 0.2319
H -2.746 3.066 -0.521 0.2142
H -4.002 3.025 -1.759 0.2460
H -3.195 -0.615 -1.051 0.2379
H -4.540 0.530 -1.129 0.2580
H -3.351 0.708 0.144 0.2022
Br 2.699 1.664 7.830 0.4567
C 1.457 0.894 6.754 -0.0372
C 0.481 0.027 7.320 -0.1609
C -0.448 -0.538 6.496 -0.1910
C -0.425 -0.257 5.114 0.0138
C 0.540 0.600 4.551 -0.0893
C 1.481 1.177 5.358 -0.1346
C 0.570 0.919 3.074 0.7532
O 1.409 1.659 2.619 -0.5974
O -0.385 0.334 2.399 -0.7673
H 0.493 -0.165 8.384 0.2667
H -1.203 -1.201 6.895 0.2640
H -1.163 -0.707 4.462 0.2549
H 2.227 1.841 4.941 0.2775